{
  "formula": "C12H22NS3SbSi2Tl",
  "method": "wB97M-V/def2-TZVPD",
  "elements": ["Tl", "C", "Si", "C", "C", "C", "C", "C", "C", "C", "C", "N", "Si", "C", "C", "C", "H", "H", "H", "H", "H", "H", "H", "H", "H", "H", "H", "H", "H", "H", "H", "H", "H", "H", "H", "H", "H", "H", "S", "Sb", "S", "S"],
  "coordinates": [[9.577, 7.752, 5.956], [15.334, 6.362, 6.304], [13.446, 6.712, 6.385], [12.913, 4.993, 7.036], [12.890, 6.584, 4.541], [13.055, 8.226, 7.379], [11.983, 8.169, 8.310], [11.856, 9.075, 9.388], [10.833, 8.903, 10.285], [9.885, 7.884, 10.185], [10.098, 7.059, 9.084], [11.050, 7.213, 8.176], [14.084, 9.740, 7.109], [15.506, 9.740, 8.401], [13.105, 11.346, 7.349], [14.827, 9.955, 5.399], [15.593, 5.729, 5.461], [15.668, 5.813, 7.210], [16.043, 7.192, 6.186], [13.465, 4.288, 6.440], [11.874, 4.806, 6.788], [13.149, 4.848, 8.100], [13.587, 6.021, 3.924], [12.644, 7.521, 4.069], [11.991, 5.966, 4.493], [12.590, 9.938, 9.506], [10.719, 9.647, 11.064], [8.986, 7.750, 10.786], [9.341, 6.287, 8.852], [15.033, 9.725, 9.372], [16.269, 10.533, 8.423], [15.915, 8.727, 8.269], [12.190, 11.138, 7.918], [12.718, 11.736, 6.390], [13.655, 12.121, 7.906], [15.408, 9.071, 5.115], [15.395, 10.859, 5.259], [14.012, 10.063, 4.608], [5.413, 10.918, 7.147], [7.233, 9.750, 7.988], [6.986, 7.444, 7.254], [9.193, 10.389, 6.730]],
  "multiplicity": 2,
  "e_homo_ev": [-1.092, -1.103],
  "homo_lumo_gap_ev": [5.8, 4.9],
  "total_charge": -2,
  "energy_ha": -2711.62391
}



{
  "formula": "C2H5O2",
  "method": "wB97M-V/def2-TZVPD",
  "elements": ["C", "C", "O", "O", "H", "H", "H", "H", "H"],
  "coordinates": [[1.899, -0.095, 1.010], [-1.236, 0.318, -0.883], [-2.244, -0.127, -0.245], [0.997, -0.512, 0.366], [2.162, 1.020, 1.057], [2.636, -0.719, 1.572], [-0.703, -0.140, -1.744], [-0.761, 1.244, -0.594], [-2.750, -0.988, -0.539]],
  "e_homo_ev": -14.493,
  "homo_lumo_gap_ev": 7.9,
  "total_charge": 1,
  "energy_ha": -229.31179
}



{
  "formula": "C4H10O3",
  "method": "wB97M-V/def2-TZVPD",
  "elements": ["O", "C", "O", "C", "C", "C", "H", "H", "H", "H", "H", "H", "H", "H", "H", "H", "O"],
  "coordinates": [[1.389, 2.998, 2.099], [0.951, 2.835, 0.968], [0.493, 3.958, 0.314], [0.575, 1.563, 0.325], [-0.054, 0.613, 1.410], [-0.135, -0.850, 1.006], [1.362, 4.445, 0.277], [-0.082, 1.763, -0.536], [1.477, 0.986, 0.061], [-0.937, 1.128, 1.847], [0.580, 0.757, 2.269], [0.829, -1.329, 0.811], [-0.698, -1.357, 1.766], [-0.693, -0.794, 0.045], [-2.325, -5.996, -3.957], [-0.927, -5.347, -4.152], [-1.804, -5.374, -4.555]],
  "e_homo_ev": -10.516,
  "homo_lumo_gap_ev": 11.3,
  "total_charge": 0,
  "smiles": "CCCC(=O)O.O",
  "energy_ha": -384.10769
}



{
  "formula": "C4H13N2O",
  "method": "wB97M-V/def2-TZVPD",
  "elements": ["C", "C", "C", "C", "N", "N", "H", "H", "H", "H", "H", "H", "H", "H", "H", "H", "H", "H", "H", "O"],
  "coordinates": [[-0.803, 0.505, -1.756], [-1.018, 0.160, -0.340], [0.339, -0.412, 0.090], [0.832, -1.686, -0.240], [2.121, -2.130, -0.023], [1.374, 0.657, 0.095], [-0.689, -0.432, -2.308], [0.020, 1.227, -2.139], [-1.765, 0.925, -2.156], [-1.386, 0.753, 0.432], [-1.729, -0.824, -0.254], [0.136, -2.426, -0.720], [2.288, -2.397, 0.999], [2.200, -3.105, -0.332], [2.250, 0.182, 0.405], [1.810, 0.852, -0.776], [1.042, 1.540, 0.617], [-1.585, 2.182, 3.000], [-3.030, 2.569, 2.729], [-2.406, 1.859, 2.675]],
  "multiplicity": 2,
  "e_homo_ev": [-17.437, -17.435],
  "homo_lumo_gap_ev": [7.6, 4.6],
  "total_charge": 2,
  "energy_ha": -344.14744
}



{
  "formula": "C30H38AsF9N6O6PReS2",
  "method": "wB97M-V/def2-TZVPD",
  "elements": ["Re", "O", "C", "O", "C", "C", "C", "C", "C", "C", "C", "C", "C", "N", "H", "H", "H", "H", "H", "H", "C", "C", "As", "C", "C", "C", "C", "H", "H", "H", "H", "H", "H", "H", "H", "H", "H", "H", "H", "H", "H", "H", "F", "C", "F", "F", "S", "O", "O", "N", "S", "O", "O", "C", "F", "F", "F", "C", "N", "C", "N", "C", "N", "C", "P", "C", "C", "H", "H", "H", "H", "H", "H", "H", "H", "H", "H", "H", "H", "H", "F", "C", "F", "F", "C", "C", "C", "N", "C", "C", "H", "H", "H", "H"],
  "coordinates": [[-0.304, 0.139, 2.728], [0.795, -0.928, -0.489], [1.011, 0.072, 0.175], [1.163, 0.099, 1.447], [0.984, 1.373, -0.528], [1.817, 2.443, -0.101], [1.605, 3.743, -0.652], [0.368, 4.022, -1.315], [-0.281, 5.313, -1.434], [-1.636, 5.525, -1.624], [-2.392, 4.339, -1.551], [-1.863, 3.061, -1.604], [-0.481, 2.862, -1.596], [0.209, 1.577, -1.637], [2.567, 2.246, 0.617], [2.242, 4.521, -0.351], [0.410, 6.174, -1.207], [-2.062, 6.524, -1.755], [-3.486, 4.487, -1.450], [-2.526, 2.202, -1.622], [0.784, -4.390, 2.365], [-0.304, -3.773, 1.525], [-1.076, -2.025, 2.246], [-1.054, -3.204, -5.141], [-1.645, -4.487, -5.716], [-3.022, -2.494, 2.341], [-3.269, -2.908, 3.764], [1.242, -5.219, 1.854], [0.322, -4.816, 3.261], [1.481, -3.625, 2.656], [-1.119, -4.477, 1.419], [-0.072, -3.459, 0.516], [-0.477, -3.479, -4.234], [-0.838, -2.252, -7.094], [-1.872, -5.344, -5.021], [-0.967, -4.859, -6.532], [-2.629, -4.287, -6.200], [-3.177, -3.344, 1.658], [-3.635, -1.649, 2.012], [-3.964, -3.775, 3.894], [-3.650, -2.147, 4.400], [-2.352, -3.301, 4.231], [-2.069, 0.447, 4.135], [-3.207, 1.352, 3.783], [-3.653, 1.858, 4.934], [-4.169, 0.661, 3.204], [-2.319, 2.557, 2.646], [-1.690, 1.534, 1.741], [-3.266, 3.431, 1.992], [-1.330, 3.291, 3.631], [0.155, 2.893, 3.982], [0.362, 2.463, 5.316], [0.680, 2.015, 2.929], [1.280, 4.388, 3.347], [2.551, 4.123, 3.436], [1.023, 4.703, 2.024], [0.948, 5.479, 4.025], [1.817, 1.062, -5.827], [2.252, 0.007, -4.919], [1.723, -1.266, -5.493], [0.289, -1.206, -5.682], [-0.378, 0.015, -6.048], [0.347, 1.216, -5.727], [-0.099, 1.824, -4.541], [0.108, 0.573, -3.117], [1.956, 0.385, -3.403], [-0.244, -2.510, -6.140], [2.005, 0.820, -6.932], [2.241, 2.060, -5.650], [3.330, -0.046, -4.955], [1.965, -2.124, -4.912], [2.191, -1.447, -6.481], [-1.392, 0.013, -5.560], [-0.633, 0.004, -7.089], [-1.245, 1.936, -4.663], [0.394, 2.778, -4.299], [2.399, -0.371, -2.733], [2.590, 1.308, -3.311], [0.648, -3.083, -6.484], [-1.899, -2.546, -4.868], [4.074, -2.040, 7.756], [2.903, -2.586, 7.247], [3.362, -3.640, 6.449], [2.274, -3.064, 8.319], [2.185, -1.642, 6.401], [0.880, -1.952, 6.153], [0.207, -1.293, 5.124], [0.832, -0.426, 4.258], [2.113, -0.055, 4.572], [2.696, -0.556, 5.705], [0.365, -2.745, 6.689], [-0.832, -1.395, 5.008], [2.781, 0.463, 3.858], [3.650, -0.145, 5.916]],
  "multiplicity": 4,
  "e_homo_ev": [-14.996, -15.628],
  "homo_lumo_gap_ev": [6.3, 4.3],
  "total_charge": 3,
  "energy_ha": -6295.29897
}



{
  "formula": "C15H25ClFN2O3",
  "method": "wB97M-V/def2-TZVPD",
  "elements": ["C", "C", "O", "C", "C", "C", "O", "C", "C", "C", "O", "H", "H", "H", "H", "H", "H", "H", "H", "H", "H", "H", "Cl", "C", "N", "C", "C", "N", "F", "C", "C", "C", "C", "H", "H", "H", "H", "H", "H", "H", "H", "H", "H", "H", "H", "H", "H"],
  "coordinates": [[-3.716, -0.512, -3.242], [-2.843, 0.711, -3.313], [-1.472, 0.243, -3.308], [-0.572, 1.053, -2.705], [0.753, 0.478, -2.872], [1.884, 0.933, -2.096], [1.904, 1.769, -1.198], [3.092, 0.099, -2.550], [2.546, -0.983, -3.486], [1.065, -0.636, -3.784], [-0.859, 2.081, -2.115], [-4.759, -0.228, -3.098], [-3.642, -1.094, -4.167], [-3.429, -1.161, -2.405], [-2.995, 1.258, -4.254], [-3.012, 1.384, -2.463], [3.811, 0.748, -3.069], [3.590, -0.326, -1.669], [3.135, -1.071, -4.404], [2.599, -1.957, -2.988], [0.419, -1.518, -3.638], [0.949, -0.329, -4.836], [0.286, 1.806, 5.700], [-0.372, 0.307, 4.993], [-0.055, 0.154, 3.549], [-0.682, 1.253, 2.702], [-0.440, 0.965, 1.256], [0.304, -0.320, 1.193], [0.497, -0.621, -0.234], [-0.473, -1.461, 1.746], [-0.706, -1.152, 3.182], [1.653, -0.232, 1.814], [1.441, 0.015, 3.273], [0.046, -0.544, 5.547], [-1.464, 0.324, 5.110], [-1.759, 1.235, 2.923], [-0.273, 2.217, 3.028], [-1.373, 0.816, 0.698], [0.152, 1.717, 0.719], [-1.399, -1.546, 1.175], [0.128, -2.362, 1.604], [-0.259, -1.905, 3.842], [-1.771, -1.038, 3.416], [2.142, -1.196, 1.623], [2.210, 0.555, 1.289], [1.943, 0.917, 3.643], [1.777, -0.848, 3.870]],
  "e_homo_ev": -8.552,
  "homo_lumo_gap_ev": 4.5,
  "total_charge": 1,
  "energy_ha": -1481.39582
}



{
  "formula": "C5H13N2S3",
  "method": "wB97M-V/def2-TZVPD",
  "elements": ["C", "C", "C", "C", "C", "N", "N", "S", "S", "S", "H", "H", "H", "H", "H", "H", "H", "H", "H", "H", "H", "H", "H"],
  "coordinates": [[0.111, 0.918, -0.132], [-0.427, 2.209, -0.535], [-0.138, -2.563, -1.014], [-3.552, -0.051, 1.028], [3.883, 0.141, 0.508], [-0.979, -0.257, -0.116], [1.312, 0.640, 0.053], [-0.437, -1.705, 0.605], [-2.632, 0.106, -0.549], [2.232, -0.715, 0.602], [-1.372, 2.469, -0.031], [0.312, 2.891, -0.217], [-0.748, 2.260, -1.620], [-0.642, -3.508, -0.862], [0.864, -2.667, -1.491], [-0.914, -2.029, -1.715], [-4.383, -0.820, 0.791], [-3.976, 0.932, 1.395], [-2.899, -0.545, 1.908], [3.601, 1.166, 0.609], [4.498, -0.008, -0.359], [4.464, -0.300, 1.363], [1.822, 1.436, -0.221]],
  "e_homo_ev": -12.426,
  "homo_lumo_gap_ev": 9.0,
  "total_charge": 1,
  "smiles": "CS/[NH+]=C(/C)N(SC)SC",
  "energy_ha": -1502.02361
}



{
  "formula": "C16H14AsIN4O6S2V",
  "method": "wB97M-V/def2-TZVPD",
  "elements": ["V", "O", "As", "O", "O", "C", "C", "C", "C", "C", "C", "S", "O", "O", "O", "H", "H", "H", "H", "H", "I", "C", "C", "N", "N", "C", "H", "H", "H", "N", "C", "N", "C", "C", "C", "C", "C", "C", "S", "H", "H", "H", "H", "H", "H"],
  "coordinates": [[-0.198, -0.182, 0.584], [-2.000, -3.040, -2.061], [-0.808, -1.816, -1.881], [-1.042, -0.453, -2.692], [-1.164, -1.388, -0.029], [0.794, -2.836, -1.650], [0.767, -4.066, -2.286], [1.869, -4.921, -2.226], [2.997, -4.557, -1.526], [3.048, -3.323, -0.879], [1.958, -2.474, -0.934], [2.164, -0.956, -0.090], [3.508, -0.548, -0.045], [1.441, -1.028, 1.254], [1.157, -0.010, -0.771], [-2.693, -2.739, -2.672], [-0.111, -4.380, -2.833], [1.828, -5.873, -2.737], [3.851, -5.219, -1.480], [3.941, -3.022, -0.348], [-0.859, -0.876, 6.617], [-0.774, -0.050, 4.747], [-0.798, 1.301, 4.415], [-0.730, 1.399, 3.089], [-0.673, 0.175, 2.512], [-0.684, -0.708, 3.530], [-0.865, 2.179, 5.037], [-0.773, 2.227, 2.516], [-0.622, -1.767, 3.334], [-3.320, 0.734, 0.469], [-2.454, 1.631, -0.015], [-1.124, 1.525, 0.083], [-0.486, 2.674, -0.483], [0.872, 2.964, -0.466], [1.295, 4.154, -1.032], [0.388, 5.049, -1.600], [-0.969, 4.780, -1.591], [-1.385, 3.586, -1.020], [-3.028, 3.038, -0.812], [-3.032, -0.180, 0.770], [-4.306, 0.857, 0.307], [1.602, 2.298, -0.029], [2.349, 4.392, -1.031], [0.746, 5.969, -2.039], [-1.679, 5.480, -2.008]],
  "multiplicity": 2,
  "e_homo_ev": [-14.430, -14.431],
  "homo_lumo_gap_ev": [6.3, 6.9],
  "total_charge": 2,
  "energy_ha": -5561.95678
}